{
  "formula": "C4H9NO",
  "method": "ωB97M-V with the def2-TZVPD basis set",
  "spin_multiplicity": 1,
  "gap_ev": 10.599,
  "relative_energy_kj_mol": 141.85,
  "homo_energy_ev": -9.649,
  "total_energy_ev": -7830.8498,
  "symbols": ["N", "C", "C", "C", "C", "O", "H", "H", "H", "H", "H", "H", "H", "H", "H"],
  "positions_angstrom": [[1.4989, -0.3473, 0.8085], [0.2294, -1.0802, 0.9296], [-0.7363, -0.7130, -0.2214], [-0.9067, 0.7863, -0.4344], [0.1205, 1.3058, -1.4070], [-0.0200, 1.2713, -2.5977], [2.0885, -0.6159, 1.5633], [1.3813, 0.6534, 0.9229], [0.5239, -2.1242, 0.9541], [-0.3627, -0.8757, 1.8317], [-1.6978, -1.1696, 0.0328], [-0.3929, -1.2533, -1.1059], [-1.8892, 1.0587, -0.8066], [-0.8635, 1.3185, 0.5102], [1.0266, 1.7853, -0.9802]]
}